DFT (ωB97M-V/def2-TZVPD) results for a structure of composition C32H37Cl2KN3O8P.

The geometry in XYZ format:
```
84
Properties=species:S:1:pos:R:3:lowdin_charge:R:1
K 0.621 -0.358 0.272 0.77
O -0.271 2.735 0.669 -0.10
C -0.038 3.140 -0.667 -0.24
C 1.422 2.967 -1.068 -0.18
N 1.814 1.592 -1.308 -0.20
C 3.232 1.379 -1.038 -0.11
C 3.578 1.246 0.468 -0.69
O 4.455 1.997 0.932 -0.05
O 2.958 0.347 1.107 -0.17
C 1.414 1.112 -2.628 -0.13
C 1.527 -0.434 -2.808 -0.72
O 2.439 -0.840 -3.551 -0.06
O 0.665 -1.123 -2.197 -0.17
H -0.888 1.972 0.652 0.03
H -0.288 4.206 -0.754 0.11
H -0.699 2.591 -1.346 0.10
H 2.031 3.359 -0.249 0.13
H 1.631 3.598 -1.955 0.12
H 3.852 2.199 -1.433 0.12
H 3.531 0.453 -1.534 0.11
H 2.027 1.566 -3.425 0.12
H 0.362 1.370 -2.778 0.10
O -1.870 -0.638 1.945 -0.02
C -2.285 -0.341 0.817 -0.68
O -2.019 0.704 0.154 -0.13
C -3.149 -1.356 0.080 -0.13
C -3.700 -2.401 0.817 -0.03
C -4.493 -3.361 0.218 -0.10
C -4.727 -3.291 -1.150 -0.10
C -4.165 -2.266 -1.894 -0.08
C -3.371 -1.279 -1.298 -0.27
P -2.592 0.042 -2.324 1.15
C -3.872 1.354 -2.269 -0.36
C -4.977 1.342 -1.423 -0.07
C -5.861 2.412 -1.393 -0.10
C -5.662 3.511 -2.217 -0.12
C -4.561 3.538 -3.061 -0.11
C -3.671 2.475 -3.076 -0.11
C -2.857 -0.646 -4.010 -0.38
C -1.805 -1.441 -4.474 -0.08
C -1.857 -1.998 -5.744 -0.09
C -2.942 -1.749 -6.575 -0.12
C -3.981 -0.943 -6.130 -0.11
C -3.940 -0.398 -4.853 -0.11
H -3.463 -2.430 1.873 0.11
H -4.915 -4.167 0.808 0.09
H -5.336 -4.038 -1.644 0.09
H -4.341 -2.238 -2.961 0.09
H -5.140 0.493 -0.771 0.10
H -6.707 2.386 -0.716 0.09
H -6.352 4.347 -2.191 0.09
H -4.382 4.396 -3.699 0.09
H -2.798 2.515 -3.720 0.11
H -0.939 -1.601 -3.834 0.09
H -1.033 -2.611 -6.088 0.10
H -2.971 -2.173 -7.573 0.09
H -4.827 -0.738 -6.777 0.09
H -4.756 0.225 -4.504 0.10
C 3.293 -2.657 -0.194 -0.03
N 3.274 -2.842 1.248 -0.08
C 4.438 -2.322 1.945 -0.17
C 4.484 -2.892 3.347 -0.16
C 3.193 -2.537 4.054 -0.18
N 2.047 -2.912 3.249 -0.08
C 0.767 -2.844 3.920 -0.05
C 2.058 -2.947 1.870 -0.50
O 1.016 -3.106 1.239 0.00
H 3.545 -1.622 -0.435 0.08
H 2.319 -2.882 -0.618 0.08
H 4.036 -3.322 -0.642 0.09
H 4.400 -1.226 1.959 0.12
H 5.322 -2.623 1.376 0.12
H 5.334 -2.487 3.899 0.11
H 4.595 -3.980 3.298 0.11
H 3.164 -1.462 4.268 0.10
H 3.120 -3.065 5.012 0.12
H 0.712 -1.942 4.536 0.05
H 0.623 -3.714 4.571 0.08
H -0.029 -2.805 3.182 0.08
Cl 1.967 3.601 4.239 0.45
C 1.869 2.175 3.166 -0.98
Cl 1.264 0.762 4.051 0.55
H 2.863 1.953 2.795 0.00
H 1.169 2.410 2.370 0.00
```

Values from the calculation:
**Total charge**: -2
**Kohn-Sham gap**: 7.0 eV
**Relative energy (zero: lowest compared OMol25 entry of this formula, charge and spin)**: 0.0 kcal/mol
**LUMO level**: 4.15 eV